1.
{"formula": "C27H44O25Rb2", "method": "ωB97M-V/def2-TZVPD", "lumo_energy_ev": -2.67, "total_charge": 0, "homo_energy_ev": -4.20, "gap_ev": 1.5332, "spin_multiplicity": 1, "fmax_ev_per_a": 5.85, "elements": ["Rb", "Rb", "C", "C", "C", "O", "C", "C", "C", "O", "O", "O", "H", "H", "C", "O", "C", "O", "O", "C", "H", "H", "H", "H", "H", "H", "C", "O", "C", "O", "O", "C", "H", "H", "H", "H", "H", "H", "C", "O", "C", "O", "O", "C", "H", "H", "H", "H", "H", "H", "C", "O", "C", "O", "O", "C", "H", "H", "H", "H", "H", "H", "C", "O", "C", "O", "O", "C", "H", "H", "H", "H", "H", "H", "C", "O", "C", "O", "O", "C", "H", "H", "H", "H", "H", "H", "C", "O", "C", "O", "O", "C", "H", "H", "H", "H", "H", "H"], "positions_angstrom": [[1.783, 4.176, -4.129], [1.877, -0.818, -7.014], [2.099, -2.549, -0.130], [1.165, -2.645, 0.829], [-0.138, -1.900, 0.833], [-1.065, -2.095, 1.730], [-0.403, -1.030, -0.154], [0.463, -0.809, -1.261], [1.872, -1.662, -1.259], [2.564, -1.580, -2.227], [0.174, -0.130, -2.258], [1.649, -3.335, 1.816], [3.087, -2.985, -0.096], [-1.328, -0.478, -0.082], [-6.777, -0.246, 2.195], [-7.028, -1.481, 1.543], [-8.124, -2.126, 1.800], [-8.911, -1.754, 2.677], [-8.237, -3.329, 1.046], [-7.484, -3.664, -0.061], [-7.548, 0.495, 1.983], [-5.842, 0.266, 1.969], [-6.783, -0.426, 3.270], [-6.496, -4.100, 0.089], [-7.453, -2.835, -0.768], [-8.028, -4.460, -0.568], [-4.176, -7.352, 4.687], [-3.453, -8.408, 5.273], [-2.910, -8.292, 6.492], [-2.695, -7.228, 7.137], [-2.653, -9.528, 6.870], [-1.896, -9.822, 8.051], [-3.585, -6.706, 4.036], [-4.540, -6.600, 5.386], [-4.939, -7.760, 4.025], [-0.984, -10.400, 7.905], [-2.561, -10.215, 8.820], [-1.528, -8.962, 8.612], [-0.664, 4.740, 2.689], [0.154, 5.870, 2.468], [1.207, 5.806, 1.690], [1.530, 4.836, 1.048], [1.900, 6.919, 1.908], [3.098, 7.235, 1.357], [-0.670, 4.114, 1.796], [-1.680, 5.058, 2.924], [-0.340, 4.018, 3.439], [3.051, 7.141, 0.272], [3.835, 6.596, 1.843], [3.422, 8.241, 1.622], [7.827, -3.958, 2.017], [8.472, -4.815, 1.012], [8.640, -4.445, -0.261], [8.510, -3.357, -0.790], [9.290, -5.464, -0.862], [9.837, -5.311, -2.188], [7.598, -4.503, 2.934], [6.919, -3.543, 1.579], [8.481, -3.102, 2.182], [9.085, -4.873, -2.844], [10.123, -6.291, -2.570], [10.688, -4.632, -2.252], [-3.869, 4.977, -2.232], [-4.373, 6.281, -2.630], [-3.596, 7.356, -2.595], [-2.315, 7.371, -2.366], [-4.389, 8.353, -2.810], [-3.958, 9.657, -2.609], [-3.951, 4.788, -1.161], [-2.869, 4.768, -2.611], [-4.615, 4.309, -2.663], [-4.701, 10.297, -3.086], [-3.017, 9.907, -3.100], [-3.881, 9.964, -1.566], [9.545, 5.114, 2.510], [8.290, 4.367, 2.570], [7.974, 3.566, 1.616], [8.610, 3.155, 0.612], [6.693, 3.130, 1.847], [6.071, 2.336, 0.852], [9.709, 5.659, 3.440], [9.522, 5.736, 1.615], [10.339, 4.381, 2.365], [6.095, 2.905, -0.077], [5.066, 2.056, 1.169], [6.544, 1.368, 0.689], [-5.062, -0.907, -5.516], [-4.956, -0.342, -6.829], [-4.003, -0.953, -7.644], [-3.204, -1.811, -7.302], [-4.026, -0.327, -8.892], [-5.207, 0.407, -9.422], [-5.176, -1.989, -5.579], [-5.891, -0.376, -5.048], [-4.164, -0.702, -4.934], [-6.025, -0.314, -9.413], [-5.094, 0.767, -10.445], [-5.597, 1.236, -8.831]], "mulliken_charge": [0.8881, 0.8788, -0.7803, 0.5667, 0.2122, -0.7625, -0.6402, 0.4415, 0.6942, -0.7185, -0.8325, -0.7463, 0.4026, 0.3982, -0.6168, -0.2843, 0.7500, -0.5720, -0.3162, -0.6155, 0.2903, 0.2549, 0.2812, 0.2901, 0.2799, 0.2584, -0.6644, -0.2860, 0.8013, -0.5981, -0.2952, -0.7207, 0.2951, 0.3191, 0.2449, 0.2900, 0.2806, 0.3334, -0.6728, -0.3114, 0.8517, -0.6005, -0.3149, -0.5903, 0.3236, 0.2460, 0.3019, 0.2488, 0.2918, 0.2275, -0.5493, -0.2934, 0.7731, -0.5694, -0.3086, -0.6260, 0.2154, 0.2830, 0.2725, 0.2910, 0.2295, 0.2821, -0.6159, -0.2973, 0.8436, -0.6461, -0.2795, -0.6742, 0.2929, 0.2783, 0.2331, 0.2519, 0.3082, 0.3046, -0.6112, -0.2970, 0.7966, -0.5959, -0.2939, -0.6253, 0.2188, 0.2852, 0.3087, 0.2440, 0.2759, 0.2928, -0.5738, -0.2970, 0.6992, -0.5445, -0.3086, -0.6038, 0.2888, 0.2106, 0.2877, 0.3014, 0.2626, 0.2759]}

---

2.
{"formula": "C30H24Cl3F3GeIrN8O2S2", "method": "ωB97M-V/def2-TZVPD", "lumo_energy_ev": -3.45, "total_charge": 1, "homo_energy_ev": -10.25, "gap_ev": 6.8018, "spin_multiplicity": 1, "fmax_ev_per_a": 1.14, "elements": ["Ir", "C", "O", "C", "C", "C", "C", "C", "C", "C", "N", "C", "C", "N", "C", "C", "C", "C", "N", "C", "C", "N", "C", "C", "C", "C", "H", "H", "H", "H", "H", "H", "H", "H", "H", "H", "H", "H", "H", "H", "F", "C", "F", "F", "C", "C", "C", "C", "N", "C", "S", "H", "H", "H", "O", "Cl", "Ge", "Cl", "Cl", "C", "C", "C", "N", "N", "C", "N", "S", "H", "H", "H", "H", "H", "H", "H"], "positions_angstrom": [[-1.984, -0.408, -1.501], [8.543, -0.969, 7.149], [7.171, -0.834, 7.496], [6.267, -0.790, 6.500], [6.580, -0.866, 5.144], [5.565, -0.811, 4.203], [4.236, -0.680, 4.587], [3.936, -0.606, 5.950], [4.933, -0.659, 6.896], [3.202, -0.628, 3.556], [3.414, -0.703, 2.260], [2.179, -0.614, 1.687], [1.194, -0.480, 2.643], [1.866, -0.491, 3.839], [-0.191, -0.368, 2.331], [-1.245, -0.251, 3.254], [-2.532, -0.169, 2.796], [-2.783, -0.195, 1.420], [-1.806, -0.296, 0.536], [-0.518, -0.391, 0.968], [0.496, -0.552, -0.042], [0.074, -0.586, -1.335], [0.972, -0.723, -2.297], [2.340, -0.829, -2.034], [2.785, -0.801, -0.737], [1.849, -0.657, 0.297], [9.087, -0.982, 8.088], [8.879, -0.123, 6.545], [8.722, -1.902, 6.612], [7.602, -0.969, 4.814], [5.802, -0.870, 3.150], [2.914, -0.507, 6.297], [4.710, -0.604, 7.952], [1.469, -0.419, 4.758], [-1.042, -0.235, 4.317], [-3.366, -0.086, 3.477], [-3.784, -0.118, 1.024], [0.598, -0.734, -3.309], [3.026, -0.938, -2.862], [3.834, -0.887, -0.489], [-5.689, 2.992, -3.113], [-5.101, 3.626, -2.088], [-5.258, 4.942, -2.284], [-5.772, 3.299, -0.974], [-3.646, 3.258, -1.981], [-2.651, 4.204, -2.097], [-1.310, 3.830, -2.013], [-1.008, 2.502, -1.824], [-1.978, 1.590, -1.707], [-3.282, 1.924, -1.770], [-4.230, 0.496, -1.569], [-2.917, 5.240, -2.257], [-0.519, 4.560, -2.101], [0.010, 2.140, -1.764], [-2.002, -2.537, -1.276], [-3.649, -5.160, -0.784], [-3.641, -3.082, -1.318], [-5.115, -2.283, -0.006], [-4.445, -2.976, -3.302], [-4.735, 0.951, -6.621], [-3.219, 1.150, -6.556], [-2.599, 0.230, -5.555], [-2.597, 0.448, -4.295], [-2.030, -0.573, -3.573], [-1.610, -1.580, -4.316], [-1.072, -2.701, -3.827], [-1.886, -1.304, -5.995], [-5.175, 1.636, -7.345], [-5.184, 1.140, -5.646], [-4.986, -0.067, -6.920], [-2.982, 2.171, -6.256], [-2.767, 0.984, -7.535], [-1.198, -2.892, -2.828], [-0.751, -3.422, -4.446]], "mulliken_charge": [0.2283, -0.8463, -0.4538, 0.9415, -0.4445, -0.8582, 0.3802, -0.4489, -0.8184, 0.2249, -0.8318, 0.8588, 0.0805, -0.0729, -0.2622, -0.4094, -1.2553, 0.0283, 0.3503, 0.6415, -0.2120, -0.1882, -0.0304, -1.1245, -0.1973, 0.2913, 0.2445, 0.3458, 0.3461, 0.4037, 0.4639, 0.2508, 0.4206, 0.1743, 0.4706, 0.4578, 0.5639, 0.4159, 0.4775, 0.6281, -0.1897, 0.5712, -0.3034, -0.2326, -0.2024, -0.1741, -0.9806, -0.2660, -0.0818, 0.6917, -0.5472, 0.5539, 0.4436, 0.4977, -0.5742, -0.3407, 0.6806, -0.2423, -0.2898, -0.9795, -0.5882, 0.2404, -0.5769, 0.8780, 0.0636, -0.1114, -0.1759, 0.3603, 0.2455, 0.3290, 0.2455, 0.3727, 0.2692, 0.1789]}

---

3.
{"formula": "C14H54N8O18", "method": "ωB97M-V/def2-TZVPD", "lumo_energy_ev": -0.60, "total_charge": 0, "homo_energy_ev": -9.13, "gap_ev": 8.5358, "spin_multiplicity": 1, "fmax_ev_per_a": 1.88, "elements": ["C", "O", "N", "N", "H", "H", "H", "H", "C", "O", "N", "N", "H", "H", "H", "H", "C", "O", "N", "N", "H", "H", "H", "H", "C", "O", "N", "N", "H", "H", "H", "H", "C", "C", "O", "O", "H", "H", "H", "H", "H", "H", "C", "C", "O", "O", "H", "H", "H", "H", "H", "H", "C", "C", "O", "O", "H", "H", "H", "H", "H", "H", "C", "C", "O", "O", "H", "H", "H", "H", "H", "H", "C", "C", "O", "O", "H", "H", "H", "H", "H", "H", "O", "H", "H", "O", "H", "H", "O", "H", "H", "O", "H", "H"], "positions_angstrom": [[-4.221, -2.361, -2.498], [-4.285, -3.576, -2.601], [-4.317, -1.595, -3.636], [-3.938, -1.593, -1.414], [-4.334, -2.057, -4.526], [-4.161, -0.605, -3.661], [-3.803, -0.611, -1.566], [-4.016, -1.853, -0.441], [3.955, 1.312, 0.439], [4.912, 0.613, 0.729], [3.427, 1.340, -0.813], [3.314, 2.184, 1.281], [3.859, 0.728, -1.487], [2.664, 1.937, -1.074], [3.538, 2.204, 2.256], [2.647, 2.817, 0.876], [-0.201, -1.176, 0.334], [-0.524, -2.216, 0.905], [0.423, -0.105, 0.907], [-0.581, -0.978, -0.955], [0.940, 0.577, 0.384], [0.454, -0.128, 1.911], [-0.451, -0.060, -1.342], [-1.123, -1.682, -1.422], [0.816, 4.458, -0.588], [1.076, 3.262, -0.780], [-0.466, 4.864, -0.434], [1.758, 5.429, -0.462], [-1.031, 4.046, -0.237], [-0.701, 5.701, 0.072], [1.388, 6.351, -0.319], [2.705, 5.298, -0.772], [2.852, -0.959, -3.607], [4.243, -0.542, -4.098], [4.612, 0.773, -3.650], [1.843, -0.123, -4.146], [2.752, -0.921, -2.518], [2.731, -1.997, -3.933], [4.037, -0.462, -5.176], [5.066, -1.225, -3.923], [3.774, 1.250, -3.708], [1.324, 0.222, -3.411], [-1.189, -4.901, -0.749], [-1.788, -6.051, 0.019], [-0.778, -6.769, 0.748], [-0.566, -5.385, -1.933], [-0.537, -4.287, -0.123], [-1.957, -4.164, -1.024], [-2.278, -6.755, -0.654], [-2.458, -5.613, 0.758], [-0.435, -7.438, 0.151], [-0.385, -4.647, -2.518], [-3.336, -2.118, 3.587], [-3.373, -3.395, 2.770], [-3.157, -3.086, 1.395], [-3.595, -2.297, 4.962], [-4.029, -1.382, 3.151], [-2.383, -1.606, 3.382], [-4.306, -3.942, 2.899], [-2.578, -4.103, 3.026], [-2.252, -2.740, 1.325], [-3.279, -1.488, 5.372], [-0.595, 2.339, -3.756], [-1.966, 1.860, -4.224], [-1.839, 0.544, -4.751], [-0.149, 1.601, -2.628], [-0.553, 3.412, -3.545], [0.108, 2.175, -4.583], [-2.433, 2.545, -4.936], [-2.609, 1.741, -3.349], [-1.281, 0.619, -5.533], [0.105, 2.263, -1.966], [0.812, 3.480, 3.235], [0.608, 4.183, 4.574], [-0.756, 4.343, 4.924], [0.251, 2.182, 3.230], [1.887, 3.322, 3.066], [0.455, 4.031, 2.365], [1.065, 5.178, 4.518], [1.144, 3.630, 5.346], [-1.049, 5.207, 4.628], [0.562, 1.633, 3.965], [1.833, 0.381, 4.881], [2.080, -0.148, 4.090], [2.646, 0.800, 5.180], [2.470, -1.551, 3.151], [2.870, -1.787, 3.998], [2.135, -2.389, 2.808], [3.492, -1.780, -0.110], [4.212, -1.421, 0.426], [2.704, -1.643, 0.425], [-2.328, 2.153, 2.041], [-2.786, 2.568, 2.778], [-1.395, 2.156, 2.308]], "mulliken_charge": [0.7587, -0.6268, -0.4131, -0.2466, 0.2119, 0.0995, 0.1316, 0.1443, 0.3436, -0.7306, 0.0930, -0.1333, -0.0140, 0.2599, 0.1474, -0.0084, 0.3009, -0.9197, 0.4534, 0.2135, -0.1289, -0.0707, -0.0408, 0.1134, 0.3209, -0.4911, -0.4728, -0.4569, 0.2445, 0.2322, 0.1697, 0.2441, 0.0505, -0.5429, -0.5322, -0.5641, -0.0564, 0.2948, 0.3130, 0.4106, 0.2786, 0.3297, 0.9864, -0.6227, -0.5762, -0.6453, -0.0520, -0.2840, 0.3899, 0.1480, 0.3237, 0.3160, -0.0776, -0.4762, -0.3562, -0.5513, 0.2286, 0.0213, 0.3555, 0.3173, 0.3364, 0.3333, -0.3074, -0.6166, -0.4730, 0.1045, 0.2889, 0.2958, 0.3781, 0.2150, 0.2916, -0.0565, 0.5477, -0.7793, -0.5185, -0.0201, -0.1553, -0.0652, 0.3961, 0.3325, 0.3115, 0.1459, -0.7018, 0.4438, 0.3207, -0.6245, 0.2731, 0.2835, -0.5887, 0.3051, 0.2281, -0.7073, 0.3173, 0.3094]}